Density functional theory data (the ωB97M-V functional and the def2-TZVPD basis) for one molecule with the formula C4H5N3O.

Last column: Löwdin charge in e.
Atoms and positions in Å:
C 1.27 -0.31 -0.05  -0.53
C -0.29 -0.22 -0.08  -0.23
C -1.16 0.92 -0.33  0.04
C -2.34 0.25 -0.15  -0.16
H 2.00 1.29 1.27  0.18
H 2.90 0.50 -0.14  0.14
H 1.17 -2.20 -0.61  0.09
H -0.99 2.03 -0.21  0.13
H -3.31 0.55 -0.20  0.10
N 1.89 0.85 0.22  0.05
N 1.86 -1.42 -0.30  0.11
N -0.89 -1.30 0.38  0.11
O -2.12 -0.94 0.19  -0.02

The total charge is 0. The calculation puts the LUMO energy at 0.82 eV. As for the spin multiplicity: 1. The HOMO energy comes out at -9.76 eV.



Density functional theory data (the ωB97M-V functional and the def2-TZVPD basis) for one molecule with the formula C4H5N3O.

Last column: Löwdin charge in e.
Atoms and positions in Å:
C -0.07 1.26 -0.16  -0.01
C 0.72 0.88 -1.17  -0.10
C -0.61 0.22 0.72  -0.47
C 0.70 -1.40 -0.55  -0.41
N -0.31 -1.02 0.63  0.16
N 1.04 -2.59 -0.61  0.15
N -1.53 0.60 1.64  0.13
O 1.09 -0.40 -1.39  0.04
H -0.34 2.28 0.01  0.10
H 1.14 1.55 -1.90  0.13
H 1.67 -2.83 -1.37  0.06
H -1.64 1.57 1.87  0.09
H -1.86 -0.11 2.28  0.10

The total charge is 0. The calculation puts the LUMO energy at 0.76 eV. As for the spin multiplicity: 1. The HOMO energy comes out at -8.89 eV.



Density functional theory data (the ωB97M-V functional and the def2-TZVPD basis) for one molecule with the formula C4H5N3O.

Last column: Löwdin charge in e.
Atoms and positions in Å:
C -1.40 0.26 -0.18  -0.20
C 0.00 0.31 -0.17  -0.21
C 2.22 -0.39 0.15  -0.40
C 0.94 1.39 -0.08  -0.15
H -3.41 -0.69 -0.02  0.23
H -1.72 -1.48 0.36  0.08
H -1.72 1.35 -0.21  0.14
H 0.52 -1.63 -0.08  0.08
H 0.61 2.44 -0.06  0.12
N -2.24 -0.70 0.03  0.07
N 0.86 -0.84 0.35  0.10
N 2.18 1.11 0.23  0.12
O 3.15 -1.12 -0.31  0.01

The total charge is 0. The calculation puts the LUMO energy at 0.02 eV. As for the spin multiplicity: 1. The HOMO energy comes out at -8.29 eV.



Density functional theory data (the ωB97M-V functional and the def2-TZVPD basis) for one molecule with the formula C4H5N3O.

Last column: Löwdin charge in e.
Atoms and positions in Å:
C -1.84 0.19 -0.05  -0.24
C 0.32 -1.02 0.01  -0.40
C 1.77 -0.67 -0.10  -0.04
C 2.94 -0.44 -0.05  0.13
H 0.65 1.47 0.86  0.11
H 0.91 1.32 -0.65  0.07
H -2.22 1.25 0.07  0.14
H -3.52 -0.69 0.07  0.03
H 3.97 0.01 -0.04  0.07
N 0.13 1.41 -0.02  0.06
N -0.46 0.19 -0.03  -0.15
N -2.55 -0.87 -0.11  0.11
O -0.08 -2.14 0.04  0.13

The total charge is 0. The calculation puts the LUMO energy at 0.33 eV. As for the spin multiplicity: 1. The HOMO energy comes out at -9.55 eV.



Density functional theory data (the ωB97M-V functional and the def2-TZVPD basis) for one molecule with the formula C4H5N3O.

Last column: Löwdin charge in e.
Atoms and positions in Å:
C -1.21 -1.23 0.42  0.01
C 0.00 1.23 -1.75  -0.14
C 0.60 0.44 0.08  -0.44
C 1.40 0.13 1.22  -0.19
H -0.51 -2.14 0.37  0.11
H -2.35 -1.39 0.32  0.12
H -1.10 -0.75 1.45  0.10
H 0.16 1.89 -2.73  0.14
H 2.00 1.21 1.20  0.17
N -0.54 -0.13 -0.32  -0.16
N -0.81 0.21 -1.55  0.09
N 0.98 1.37 -0.68  0.13
O 1.38 -0.84 1.97  0.06

The total charge is 0. The calculation puts the LUMO energy at -0.13 eV. As for the spin multiplicity: 1. The HOMO energy comes out at -10.10 eV.



Density functional theory data (the ωB97M-V functional and the def2-TZVPD basis) for one molecule with the formula C4H5N3O.

Last column: Löwdin charge in e.
Atoms and positions in Å:
C 1.15 -0.63 0.04  -0.08
C -0.28 -0.37 -0.02  -0.21
C -2.45 -0.57 0.03  -0.11
C -2.23 0.89 0.00  -0.01
H 3.56 0.96 0.04  0.12
H 1.72 -1.23 0.45  0.05
H -3.23 -0.74 -0.20  -0.06
H -2.90 1.72 -0.14  0.10
H -0.52 1.88 -0.08  0.07
N 1.91 0.33 -0.13  -0.04
N -1.31 -1.18 -0.05  0.09
N -0.84 1.03 0.12  0.12
O 3.23 0.02 0.00  -0.03

The total charge is 0. The calculation puts the LUMO energy at 0.73 eV. As for the spin multiplicity: 1. The HOMO energy comes out at -8.27 eV.



Density functional theory data (the ωB97M-V functional and the def2-TZVPD basis) for one molecule with the formula C4H5N3O.

Last column: Löwdin charge in e.
Atoms and positions in Å:
C -0.16 0.06 0.59  -0.38
C -0.61 0.04 -0.82  -0.10
C 1.70 0.34 -1.56  -0.08
C 2.13 0.49 -0.29  -0.04
H -2.31 -0.97 2.65  0.06
H -2.36 -1.34 0.93  0.14
H -1.56 -0.10 -1.37  0.12
H 1.99 0.22 -2.71  0.14
H 3.05 0.90 0.33  0.16
N -2.16 -0.55 1.73  -0.06
N -0.94 0.17 1.65  0.02
N 0.18 0.13 -1.83  0.04
O 1.04 0.60 0.70  -0.04

The total charge is 0. The calculation puts the LUMO energy at -0.07 eV. As for the spin multiplicity: 1. The HOMO energy comes out at -8.04 eV.



Density functional theory data (the ωB97M-V functional and the def2-TZVPD basis) for one molecule with the formula C4H5N3O.

Last column: Löwdin charge in e.
Atoms and positions in Å:
C 1.12 -0.14 1.12  -0.14
C 1.59 -0.71 -0.02  -0.15
C -0.20 -0.09 1.64  -0.21
C -0.35 -0.10 -1.16  -0.07
N -2.31 0.90 -1.98  0.02
N -1.49 0.08 -1.50  -0.08
N 0.77 -0.86 -1.11  0.05
O -0.71 0.88 2.21  0.03
H 1.85 0.17 1.88  0.11
H 2.55 -1.13 -0.04  0.10
H -3.20 0.66 -1.61  0.02
H 0.81 -1.56 -1.80  0.14
H -0.42 1.88 2.38  0.19

The total charge is 0. The calculation puts the LUMO energy (alpha / beta) at -0.03 / -0.03 eV. As for the spin multiplicity: 1. The HOMO energy (alpha / beta) comes out at -7.31 / -7.31 eV.



Density functional theory data (the ωB97M-V functional and the def2-TZVPD basis) for one molecule with the formula C4H5N3O2.

Last column: Löwdin charge in e.
Atoms and positions in Å:
C -0.41 1.01 -1.87  -0.06
C 0.56 1.71 -1.13  -0.13
C -0.72 -0.06 -1.09  -0.04
C 0.10 -0.90 1.04  -0.66
N 0.83 1.07 0.03  0.09
N 0.05 0.05 0.03  -0.10
N -1.02 -0.97 1.91  0.14
O -0.79 -1.89 0.82  0.03
O 1.32 -1.11 1.63  0.07
H -0.77 1.40 -2.85  0.11
H 0.98 2.65 -1.31  0.08
H -1.49 -0.82 -1.15  0.13
H -0.75 -1.34 2.90  0.16
H 2.12 -0.81 1.04  0.17

The total charge is 0. The calculation puts the LUMO energy at 0.78 eV. As for the spin multiplicity: 1. The HOMO energy comes out at -9.73 eV.



Density functional theory data (the ωB97M-V functional and the def2-TZVPD basis) for one molecule with the formula C4H5N3O2.

Last column: Löwdin charge in e.
Atoms and positions in Å:
C 1.45 0.06 0.21  -0.09
C 0.55 0.99 -0.17  -0.07
C -0.37 -1.42 0.53  -0.13
C 1.06 -1.37 0.35  -0.19
N -1.24 -0.56 0.21  0.13
N -0.79 0.66 -0.31  -0.04
N -1.81 1.51 -0.82  -0.39
O -1.65 2.64 -1.19  0.10
O -2.87 0.95 -0.78  0.08
H 2.52 0.37 0.44  0.13
H 0.76 2.05 -0.21  0.12
H -0.95 -2.17 1.00  0.11
H 1.56 -1.99 -0.40  0.12
H 1.78 -1.74 1.14  0.13

The total charge is 0. The calculation puts the LUMO energy at 0.40 eV. As for the spin multiplicity: 1. The HOMO energy comes out at -8.86 eV.



Density functional theory data (the ωB97M-V functional and the def2-TZVPD basis) for one molecule with the formula C4H5N3O2.

Last column: Löwdin charge in e.
Atoms and positions in Å:
C -2.89 1.20 0.28  -0.16
C -1.04 -0.10 -0.27  -0.16
C 1.35 0.22 -0.11  -0.14
C -2.36 -0.17 0.45  -0.19
N -3.25 2.27 0.05  0.19
N 0.01 0.04 0.36  0.00
N -3.29 -1.19 -0.09  -0.40
O -3.45 -1.15 -1.29  0.11
O -3.75 -1.94 0.71  0.13
H -1.11 -0.04 -1.31  0.12
H 1.68 1.33 0.11  0.12
H 1.69 0.03 -1.26  0.12
H 2.12 -0.31 0.41  0.04
H -2.14 -0.38 1.66  0.23

The total charge is 0. The calculation puts the LUMO energy at -0.35 eV. As for the spin multiplicity: 1. The HOMO energy comes out at -10.38 eV.



Density functional theory data (the ωB97M-V functional and the def2-TZVPD basis) for C4H5N3O2 as an isolated structure.

Last column: Löwdin charge in e.
Atoms and positions in Å:
C -0.77 1.79 -2.00  -0.25
C -1.72 0.40 -0.69  -0.11
C 0.34 -0.12 0.78  -0.16
C 1.63 0.11 2.18  -0.06
N -1.92 1.15 -1.80  0.05
N 0.17 1.56 -1.09  0.07
N -0.45 0.72 -0.32  -0.13
O 0.99 -1.09 0.05  -0.05
O 1.39 0.75 3.15  0.10
H -0.62 2.42 -2.96  0.13
H -2.20 -0.49 -0.47  0.10
H -0.45 -0.48 1.35  0.09
H 2.27 -0.68 1.84  0.10
H 1.66 -0.63 -0.46  0.10

The total charge is 0. The calculation puts the LUMO energy at 0.06 eV. As for the spin multiplicity: 1. The HOMO energy comes out at -9.71 eV.



Density functional theory data (the ωB97M-V functional and the def2-TZVPD basis) for one molecule with the formula C4H5N3O2.

Last column: Löwdin charge in e.
Atoms and positions in Å:
C 0.29 1.49 0.54  -0.27
C 1.25 0.69 -0.39  -0.37
C -0.16 -1.07 -0.49  -0.47
N -0.73 -2.25 -0.78  0.17
C -0.19 0.33 1.38  -0.05
O -0.80 2.11 -0.10  0.00
N 0.51 -0.31 -1.26  0.16
N 0.13 -0.82 0.93  0.11
O 2.38 0.99 -0.63  0.12
H -1.07 1.56 -0.85  0.10
H 0.83 2.26 1.09  0.16
H -0.99 -2.86 -0.03  0.11
H -0.71 -2.55 -1.74  0.11
H -0.74 0.44 2.31  0.12

The total charge is 0. The calculation puts the LUMO energy at -0.32 eV. As for the spin multiplicity: 1. The HOMO energy comes out at -8.93 eV.



Density functional theory data (the ωB97M-V functional and the def2-TZVPD basis) for C4H5N3O3 as an isolated structure.

Last column: Löwdin charge in e.
Atoms and positions in Å:
C 1.01 -1.62 -0.12  -0.13
C -0.48 -1.17 1.44  -0.23
C -0.96 -0.53 -0.73  -0.12
C 0.34 2.19 -0.74  -0.67
N 0.63 -1.68 1.21  0.09
N 0.24 -1.15 -1.05  0.13
N -1.37 -0.65 0.60  0.14
O 1.56 1.63 -0.79  0.10
O -0.69 1.29 -0.77  -0.05
O 0.09 3.35 -0.63  0.10
H 1.92 -2.07 -0.24  0.09
H -0.62 -1.29 2.55  0.15
H 2.03 2.29 -0.29  0.11
H -2.15 -0.21 1.07  0.17
H -1.55 -0.39 -1.52  0.10

The total charge is 0. The calculation puts the LUMO energy at -0.09 eV. As for the spin multiplicity: 1. The HOMO energy comes out at -9.47 eV.



Density functional theory data (the ωB97M-V functional and the def2-TZVPD basis) for C4H5N3OS as an isolated structure.

Last column: Löwdin charge in e.
Atoms and positions in Å:
C 0.09 -0.82 0.55  -0.42
C 0.17 -1.21 -0.78  0.02
C -0.16 -0.22 -1.79  -0.49
C -0.53 1.31 0.04  -0.71
H 0.78 -1.34 2.78  0.24
H 0.56 -2.69 1.64  0.11
H 0.81 -2.06 -1.05  0.12
H 0.16 2.02 -2.04  0.28
H -0.52 2.58 1.93  0.01
N 0.56 -1.63 1.54  0.04
N -0.32 1.12 -1.35  0.08
N -0.40 0.42 0.93  0.06
O 0.03 -0.45 -2.99  0.01
S -1.23 2.97 0.59  0.65

The total charge is 0. The calculation puts the LUMO energy at 0.09 eV. As for the spin multiplicity: 1. The HOMO energy comes out at -8.51 eV.



Density functional theory data (the ωB97M-V functional and the def2-TZVPD basis) for a 2-piece molecular cluster, C4H5N3S overall.

Last column: Löwdin charge in e.
Atoms and positions in Å:
C 1.87 -1.09 -0.01  -0.12
C 0.55 -0.95 -0.48  -0.19
C 2.48 0.05 0.38  -0.33
C -0.30 0.19 -0.44  -0.36
N 2.05 1.23 0.45  -0.25
N -2.81 -0.12 0.78  -0.02
N -3.16 0.74 0.04  -0.18
S 0.44 1.60 0.06  0.87
H 2.30 -2.12 -0.13  0.12
H -0.07 -1.79 -0.74  0.09
H 3.53 -0.04 0.50  0.11
H -2.65 1.68 -0.01  0.10
H -4.24 0.63 -0.40  0.16

The total charge is 0. The calculation puts the LUMO energy (alpha / beta) at 0.59 / -1.72 eV. As for the spin multiplicity: 3. The HOMO energy (alpha / beta) comes out at -6.72 / -8.27 eV.



Density functional theory data (the ωB97M-V functional and the def2-TZVPD basis) for a 2-piece molecular cluster, C4H5N3S overall.

Last column: Löwdin charge in e.
Atoms and positions in Å:
C -0.04 -1.59 -0.15  -0.21
C -2.57 0.38 0.30  -0.80
C 2.04 1.32 -0.32  -0.04
C 0.97 -0.77 0.19  -0.08
N -1.02 -2.16 -0.42  0.16
N -2.79 -0.75 0.66  0.13
N 1.01 0.59 -0.08  -0.09
S -2.22 1.86 -0.23  0.66
H 3.00 0.95 -0.01  0.06
H 2.02 2.32 -0.62  0.04
H 1.91 -1.23 0.52  0.13
H -2.34 -1.61 0.54  -0.01
H 0.03 0.69 -0.38  0.05

The total charge is 0. The calculation puts the LUMO energy (alpha / beta) at 0.72 / -1.89 eV. As for the spin multiplicity: 3. The HOMO energy (alpha / beta) comes out at -6.42 / -9.62 eV.



Density functional theory data (the ωB97M-V functional and the def2-TZVPD basis) for an isolated ion of composition C4H5N4O and charge +1.

Last column: Löwdin charge in e.
Atoms and positions in Å:
C 0.94 -0.14 -0.41  -0.29
C 0.84 -1.15 -1.37  -0.23
C -0.10 0.92 -0.08  -0.08
C -2.60 0.61 0.15  0.23
N 2.08 -0.24 0.28  0.20
N 2.84 -1.05 0.61  -0.04
N 1.02 -2.07 -2.02  0.19
N -1.35 0.25 0.43  0.06
O 3.86 -1.36 1.06  0.21
H 0.37 1.53 0.85  0.19
H -0.22 1.73 -0.83  0.14
H -3.39 -0.01 0.61  0.13
H -2.94 1.51 -0.36  0.13
H -1.36 -0.52 1.08  0.16

The total charge is +1. The calculation puts the LUMO energy (alpha / beta) at -5.93 / -5.92 eV. As for the spin multiplicity: 1. The HOMO energy (alpha / beta) comes out at -12.39 / -12.39 eV.



Density functional theory data (the ωB97M-V functional and the def2-TZVPD basis) for an isolated ion of composition C4H5N4OS and charge +1.

Last column: Löwdin charge in e.
Atoms and positions in Å:
C 1.82 -0.71 0.16  0.04
C -1.67 1.57 0.56  -0.21
C -0.83 -0.10 -1.00  -0.14
C 1.48 0.57 -0.60  0.00
N 0.94 -1.56 0.26  0.03
N -0.45 1.71 0.32  0.08
N 0.01 0.77 -0.54  -0.22
N 0.01 -2.23 -0.08  0.30
O -2.04 -1.02 0.75  -0.56
S -2.47 0.07 -0.19  1.04
H 2.83 -0.94 0.26  0.14
H -2.32 2.22 1.23  0.13
H 1.86 1.40 -0.10  0.12
H 1.68 0.49 -1.60  0.12
H -0.85 -2.24 0.57  0.13

The total charge is +1. The calculation puts the LUMO energy (alpha / beta) at -5.54 / -5.54 eV. As for the spin multiplicity: 1. The HOMO energy (alpha / beta) comes out at -13.68 / -13.68 eV.



Density functional theory data (the ωB97M-V functional and the def2-TZVPD basis) for one molecule with the formula C4H5NO.

Last column: Löwdin charge in e.
Atoms and positions in Å:
C 0.27 -2.00 -1.09  -0.08
C -0.19 -1.19 0.02  -0.06
C -0.25 -0.22 0.74  0.05
C 0.30 1.14 0.83  -0.58
O 1.40 1.33 0.34  0.05
N -0.45 2.15 1.34  0.15
H -0.31 -1.75 -1.98  0.08
H 0.31 -3.08 -0.96  0.08
H 1.29 -1.65 -1.28  0.09
H -0.07 3.07 1.24  0.11
H -1.36 2.03 1.75  0.10

The total charge is 0. The calculation puts the LUMO energy at 0.99 eV. As for the spin multiplicity: 1. The HOMO energy comes out at -9.61 eV.